(1)
Formula: C6H11O5
Source: OMol25
Level of theory: ωB97M-V/def2-TZVPD

LUMO energy (spin up / spin down)   -3.35 / -3.09 eV
Gap between HOMO and LUMO (spin up / spin down)   6.214 / 6.404 eV
HOMO energy (spin up / spin down)   -9.56 / -9.49 eV
Total charge   0
2S+1   2

Positions of all 22 atoms, in Å:
C1 -1.468 2.049 0.489
C2 -1.259 0.773 1.268
C3 -0.106 -0.088 0.552
C4 -0.021 -1.411 1.355
O1 1.147 0.737 0.663
C5 2.152 0.065 0.059
O2 2.200 -1.137 -0.184
C6 3.315 0.969 -0.158
O3 -0.311 -0.304 -0.714
O4 -2.160 -1.162 -0.861
O5 -2.953 -0.247 -0.907
H1 -2.269 2.633 0.954
H2 -0.546 2.646 0.500
H3 -1.754 1.825 -0.547
H4 -1.008 1.005 2.325
H5 -2.204 0.207 1.315
H6 0.725 -2.013 0.827
H7 0.309 -1.262 2.404
H8 -0.981 -1.949 1.325
H9 3.300 1.857 0.471
H10 4.220 0.387 0.008
H11 3.319 1.250 -1.216

=====

(2)
Formula: C6H11O5
Source: OMol25
Level of theory: ωB97M-V/def2-TZVPD

LUMO energy (spin up / spin down)   -1.29 / -0.88 eV
Gap between HOMO and LUMO (spin up / spin down)   8.149 / 8.101 eV
HOMO energy (spin up / spin down)   -9.44 / -8.99 eV
Total charge   0
2S+1   2

Positions of all 22 atoms, in Å:
C1 2.583 0.246 1.017
C2 1.683 -0.607 0.196
O1 1.968 -1.525 -0.517
C3 0.027 -0.264 0.450
C4 -0.639 -0.208 -0.964
C5 -0.999 -1.602 -1.441
C6 -1.869 0.688 -0.935
O2 0.413 0.389 -1.731
O3 -0.229 -1.132 1.329
O4 -1.024 2.369 4.666
O5 -0.877 2.113 3.464
H1 2.397 1.315 0.829
H2 2.442 0.029 2.085
H3 3.622 0.029 0.748
H4 0.216 0.766 0.833
H5 -1.720 -2.031 -0.737
H6 -1.445 -1.569 -2.439
H7 -0.112 -2.236 -1.450
H8 -2.586 0.299 -0.204
H9 -1.608 1.709 -0.637
H10 -2.365 0.714 -1.915
H11 0.123 0.507 -2.648

=====

The following ΔE to the lowest compared entry with this formula, charge and spin values (in kJ/mol) correspond, in order, to the records above: 121.81 0.00.
The following electronic energy values (in eV) correspond, in order, to the records above: -16630.49496 -16631.75742.